(1)
C6H10O in the gas phase. Source: OMol25; level of theory: ωB97M-V with the def2-TZVPD basis set.

The LUMO energy is 1.0 eV. The energy relative to the best compared isomer or geometry (same formula, charge and spin) is 22.73 kcal per mole. For the frontier orbital gap, the calculation gives 10.05 eV. Its structure (SMILES) is C[C@H]1CC=CCO1. As for the HOMO energy: -9.0008 eV.

CARTESIAN COORDINATES (ANGSTROEM)
C -2.033 0.376 -0.097
C -0.771 0.129 0.713
C -0.076 -1.165 0.275
C 1.422 -1.111 0.314
C 1.921 -0.053 -0.309
C 1.076 1.181 -0.403
O 0.093 1.246 0.604
H -2.724 -0.467 0.004
H -1.778 0.481 -1.159
H -2.542 1.287 0.232
H -1.030 0.098 1.777
H -0.264 -1.277 -0.799
H -0.491 -2.056 0.733
H 2.018 -1.977 0.582
H 2.852 -0.081 -0.851
H 1.700 2.060 -0.225
H 0.627 1.330 -1.394

Let us look at the Mulliken charges, expressed in e, one per atom:
1 C -1.317
2 C 0.278
3 C -0.612
4 C -0.624
5 C -0.294
6 C -0.356
7 O -0.408
8 H 0.360
9 H 0.309
10 H 0.330
11 H 0.275
12 H 0.242
13 H 0.461
14 H 0.384
15 H 0.385
16 H 0.321
17 H 0.266


(2)
A molecular structure, C39H35BIInN10O6S3. Source: OMol25; level of theory: ωB97M-V with the def2-TZVPD basis set.

The LUMO energy is 3.6 eV. As for the charge: -2. The energy relative to the best compared isomer or geometry (same formula, charge and spin) is 3.05 kcal per mole. For the frontier orbital gap, the calculation gives 6.03 eV. As for the HOMO energy: -2.4014 eV.

CARTESIAN COORDINATES (ANGSTROEM)
In 0.266 -1.073 -0.474
C -1.958 -1.916 -4.333
C -0.926 -1.417 -3.532
N -1.250 -1.504 -2.250
N -2.484 -2.040 -2.189
C -2.925 -2.304 -3.429
B -3.375 -2.128 -0.929
N -2.598 -2.596 0.308
C -3.156 -3.274 1.330
C -2.364 -3.128 2.446
C -1.308 -2.319 2.013
N -1.462 -2.006 0.739
N -4.000 -0.736 -0.650
C -5.307 -0.399 -0.626
C -5.395 0.929 -0.266
C -4.054 1.318 -0.087
N -3.229 0.311 -0.324
H -1.989 -1.992 -5.406
H 0.022 -0.996 -3.823
H -3.897 -2.742 -3.582
H -4.282 -2.893 -1.153
H -4.085 -3.802 1.190
H -2.486 -3.575 3.416
H -0.437 -1.993 2.556
H -6.071 -1.124 -0.856
H -6.285 1.524 -0.142
H -3.657 2.282 0.195
O 3.946 -0.915 1.595
C 2.726 -0.752 1.574
O 1.914 -1.474 0.897
C 2.149 0.294 2.518
C 2.918 0.549 3.656
C 2.520 1.433 4.642
C 1.302 2.087 4.494
C 0.530 1.856 3.373
C 0.933 0.975 2.349
S -0.159 0.949 0.972
H 3.859 0.021 3.733
H 3.140 1.608 5.512
H 0.951 2.778 5.253
H -0.425 2.354 3.259
C -0.683 4.463 1.027
O -1.259 5.449 0.153
C -0.419 6.421 -0.291
C -0.692 7.735 0.069
C 0.112 8.783 -0.351
C 1.217 8.518 -1.147
C 1.480 7.216 -1.537
C 0.668 6.154 -1.139
N 1.023 4.859 -1.545
C 0.248 3.779 -1.842
C -1.031 3.707 -2.300
C -1.876 4.796 -2.724
C -3.055 4.551 -3.329
C -3.510 3.192 -3.536
C -2.787 2.130 -3.138
C -1.498 2.310 -2.465
O -0.821 1.386 -2.056
H -1.275 3.556 0.938
H -0.706 4.834 2.055
H 0.345 4.226 0.761
H -1.546 7.907 0.712
H -0.113 9.796 -0.040
H 1.864 9.320 -1.477
H 2.323 7.001 -2.183
H 2.013 4.673 -1.542
H 0.754 2.822 -1.721
H -1.547 5.816 -2.579
H -3.679 5.373 -3.659
H -4.471 3.037 -4.014
H -3.129 1.111 -3.268
N 6.776 -5.827 2.252
C 5.369 -5.797 2.176
C 4.649 -6.959 1.915
C 3.264 -6.921 1.841
C 2.598 -5.726 2.052
C 3.308 -4.566 2.329
C 4.688 -4.600 2.388
S 0.827 -5.629 1.926
O 0.319 -5.318 3.240
O 0.398 -6.891 1.347
N 0.546 -4.376 0.993
C 0.875 -4.370 -0.286
S 1.444 -5.806 -1.174
C 1.629 -4.848 -2.603
C 1.230 -3.589 -2.363
N 0.792 -3.304 -1.091
H 7.192 -6.555 1.693
H 7.192 -4.930 2.054
H 5.181 -7.891 1.745
H 2.691 -7.807 1.600
H 2.777 -3.633 2.444
H 5.230 -3.677 2.548
H 2.006 -5.267 -3.520
H 1.259 -2.787 -3.083
I 2.196 -0.020 -2.223

Let us look at the Mulliken charges, expressed in e, one per atom:
1 In 1.337
2 C -1.606
3 C -0.228
4 N 0.701
5 N -0.162
6 C -0.380
7 B 0.047
8 N 0.207
9 C -0.634
10 C -1.172
11 C -0.282
12 N 0.725
13 N 0.084
14 C -0.406
15 C -1.192
16 C -0.347
17 N 0.429
18 H 0.457
19 H 0.427
20 H 0.462
21 H -0.245
22 H 0.451
23 H 0.403
24 H 0.350
25 H 0.429
26 H 0.403
27 H 0.371
28 O -0.774
29 C -0.127
30 O -0.273
31 C 0.322
32 C -0.724
33 C -0.585
34 C -0.739
35 C -0.921
36 C 0.841
37 S -0.032
38 H 0.425
39 H 0.363
40 H 0.342
41 H 0.512
42 C -0.381
43 O -0.354
44 C 0.377
45 C -0.367
46 C -0.548
47 C -0.576
48 C -0.769
49 C 0.420
50 N 0.133
51 C -0.526
52 C 0.598
53 C -0.577
54 C -0.805
55 C -0.414
56 C -0.493
57 C 0.290
58 O 0.054
59 H -0.213
60 H 0.378
61 H 0.419
62 H 0.433
63 H 0.378
64 H 0.365
65 H 0.433
66 H 0.326
67 H 0.238
68 H 0.347
69 H 0.375
70 H 0.392
71 H 0.280
72 N -0.636
73 C 1.276
74 C -0.699
75 C -0.385
76 C -0.394
77 C -0.442
78 C -0.759
79 S 1.267
80 O -0.794
81 O -0.716
82 N -0.035
83 C 0.035
84 S -0.178
85 C -0.592
86 C -0.815
87 N 0.347
88 H 0.212
89 H 0.243
90 H 0.246
91 H 0.457
92 H 0.307
93 H 0.321
94 H 0.414
95 H 0.361
96 I -0.514


(3)
C3H7NS2 in the gas phase at a distorted geometry. Source: OMol25; level of theory: ωB97M-V with the def2-TZVPD basis set.

The LUMO energy is 0.0 eV. The energy relative to the best compared isomer or geometry (same formula, charge and spin) is 119.39 kcal per mole. For the frontier orbital gap, the calculation gives 7.51 eV. Its structure (SMILES) is C#S#S(/C)=N/C. As for the HOMO energy: -7.5422 eV.

CARTESIAN COORDINATES (ANGSTROEM)
C 1.937 -1.339 0.813
S 0.696 -1.210 1.711
S -0.822 -1.066 0.012
C -1.767 0.423 0.743
N -0.096 -0.726 -1.281
C 0.562 0.481 -1.406
H 2.975 -1.248 1.136
H -1.932 0.311 1.773
H -2.617 0.631 0.117
H -1.108 1.293 0.586
H -0.201 1.242 -1.305
H 1.283 0.591 -0.550
H 1.090 0.617 -2.349

Let us look at the Mulliken charges, expressed in e, one per atom:
1 C -0.334
2 S -0.075
3 S 0.217
4 C -0.995
5 N -0.253
6 C -0.627
7 H 0.293
8 H 0.401
9 H 0.331
10 H 0.323
11 H 0.251
12 H 0.223
13 H 0.246